160
Properties=species:S:1:pos:R:3:forces:R:3 method="wB97M-V/def2-TZVPD" orbital_gap_ev=9.642 total_charge=0 spin_multiplicity=1 largest_force_ev_per_a=4.932 e_lumo_ev=0.111 homo_energy_ev=-9.530
O -14.14093 -3.84897 18.80071 -2.45 0.17 0.39
O -13.50678 -5.77897 24.61293 -0.33 0.53 0.20
O -10.62006 -5.65686 22.73209 -1.50 2.41 -0.59
O -16.35979 -6.90755 22.67611 0.18 -0.49 0.65
O -11.09124 -0.40764 20.94851 -1.36 0.50 -1.25
O -3.25981 -7.34210 19.24812 -1.02 1.46 -0.30
O -16.12408 0.61548 28.53724 -1.67 0.77 1.48
O -6.78462 -1.16084 22.99101 1.28 -0.80 0.78
O -13.40644 -0.72365 23.75390 -0.58 -1.58 0.12
O -9.41917 -8.05955 26.89107 0.05 -1.44 -0.48
O -7.89291 -5.56787 19.17852 -0.54 -0.35 0.31
O -12.61878 -10.13345 21.24787 -0.16 -0.08 0.12
O -9.60556 -6.02874 16.59900 4.07 -0.90 -2.64
O -8.49993 -9.39029 23.40270 -2.29 -0.24 -0.14
O -12.52985 -2.89602 28.02338 1.25 -0.04 -1.36
O -11.50519 0.56517 27.01545 -2.10 0.67 0.04
O -5.82978 -5.75215 22.40468 -0.67 -0.88 -0.11
O -17.36041 -1.92285 22.28868 1.19 0.10 0.40
O -11.11631 -1.18196 17.17097 -1.58 0.42 0.11
O -8.39782 -2.89566 25.76968 0.03 2.08 -0.51
N -9.53802 -0.03478 26.24793 0.67 0.31 -1.28
N -8.51941 -5.66341 14.57230 -0.56 -0.80 2.02
N -14.49233 -2.65272 29.05458 0.29 -0.78 0.16
N -12.88113 -4.05305 29.93054 0.57 -0.63 0.94
N -10.18119 -3.73110 21.50431 -1.50 -1.30 1.48
N -12.27896 -2.17064 25.10435 -0.49 0.09 -0.25
N -10.31949 -0.90396 28.21934 0.32 -0.58 0.01
N -17.45836 -5.69903 21.14057 0.90 -0.18 0.36
N -16.99932 -2.61791 20.22009 -0.39 -0.58 -2.19
N -4.46709 -5.37301 19.15166 1.31 1.94 -0.38
N -5.71616 -3.83082 23.45142 1.86 1.89 4.06
N -12.01371 -4.14767 18.71876 0.87 -0.19 0.24
N -12.64774 0.07858 19.26171 0.23 0.63 0.98
N -6.51303 -9.13672 22.49664 0.47 0.69 -0.07
N -13.48090 -5.98974 19.26405 0.60 -0.08 0.37
N -14.54474 -2.63624 24.57075 2.48 1.47 -0.21
N -5.48651 -7.36687 18.79483 0.18 0.12 0.05
N -6.59118 -3.83862 21.39356 0.07 -0.64 0.51
N -13.87212 0.74795 29.16560 -1.12 0.80 -1.48
N -9.66966 -2.08223 18.62908 0.55 0.34 1.23
N -14.64678 0.16749 27.01960 0.85 -1.14 -2.30
N -7.02159 -8.32207 24.70841 1.28 -0.92 -3.49
N -11.62579 -6.91191 25.13109 -1.56 1.07 -0.15
N -11.30783 -8.49725 22.07555 0.79 1.27 0.12
N -8.33903 0.10335 21.96198 -0.92 -2.27 1.39
N -12.80888 0.97462 21.45921 0.17 -0.17 -0.10
N -8.42274 -6.32376 21.25591 -1.42 -0.66 -1.61
N -15.35803 -4.99093 22.02866 0.56 -0.39 -0.04
N -9.35197 -10.22653 26.15448 0.06 -0.39 -1.50
N -7.46155 -7.04532 16.19048 -3.08 1.53 3.17
N -9.54311 -2.41908 16.31226 1.15 -0.88 -0.72
N -9.89341 -4.40871 26.43545 -2.86 1.18 0.52
N -13.69239 -7.46574 26.18163 0.57 2.34 -1.12
N -13.65056 -8.25995 22.16869 1.95 0.19 0.21
N -15.27450 -1.70770 21.34393 1.58 0.32 0.51
N -9.01151 -1.66270 23.34005 1.99 0.41 -0.72
N -12.35568 -4.11132 22.43270 1.80 0.26 -0.31
N -9.91314 -6.66112 19.43235 1.00 0.73 0.78
N -8.01780 -5.02969 25.25083 -0.37 1.59 -0.22
N -9.41303 -9.73083 28.36182 -0.21 0.77 1.35
C -16.55541 -2.08595 21.37101 -1.84 0.57 0.93
C -13.26047 -4.67573 18.93470 0.97 1.31 0.17
C -7.39508 -8.90297 23.49523 0.65 -0.07 2.57
C -7.95960 -0.94897 22.79903 -2.02 1.79 -1.19
C -11.04219 -4.52782 22.30007 0.89 -0.80 -0.76
C -6.07678 -4.54520 22.45419 -0.12 -1.19 -4.28
C -8.57565 -6.24541 15.84458 -2.40 0.81 0.44
C -13.24284 -3.20754 28.94637 -1.73 0.98 0.42
C -10.54025 -0.16748 27.11781 0.21 1.27 1.38
C -10.14728 -1.89603 17.35687 0.08 1.45 2.09
C -9.40054 -9.30714 27.10596 0.22 2.23 -0.47
C -16.39076 -5.91173 21.98214 -0.18 -0.33 -0.06
C -13.40679 -1.78928 24.39795 -0.95 -0.05 0.93
C -12.49827 -9.06018 21.79895 -1.90 0.05 0.16
C -14.96994 0.58717 28.22704 2.12 -1.12 1.08
C -4.30196 -6.69500 19.07892 -0.15 -3.06 0.18
C -12.11928 0.22900 20.53388 0.29 -1.27 0.93
C -12.97402 -6.64996 25.29639 0.01 -1.59 0.15
C -8.81575 -4.03615 25.75333 2.02 -2.36 0.55
C -8.71247 -6.16229 19.92859 0.39 -0.22 -0.16
H -11.12811 -7.67699 25.50500 0.36 -0.90 0.80
H -17.55607 -4.77145 20.82508 -0.27 1.18 -0.55
H -14.31962 -6.10545 19.82636 0.13 -0.14 -0.38
H -11.04888 -0.98094 28.90437 -0.07 -0.30 -0.22
H -9.68731 0.73704 25.59678 0.19 -0.83 0.08
H -14.57338 -2.02847 20.67906 -0.63 -0.01 -0.06
H -6.88900 -2.92272 21.58526 -0.20 1.35 0.24
H -10.19193 -2.38682 15.55030 0.46 -0.38 -0.74
H -9.54121 -1.53163 28.20524 0.13 -0.29 0.35
H -13.76311 1.24636 21.26586 0.18 -0.11 -0.16
H -16.44545 -2.33985 19.42442 0.09 -0.42 -0.33
H -11.88010 -4.22089 29.93700 -0.34 -0.17 0.13
H -8.69917 -2.31577 24.04733 -0.56 -0.07 0.25
H -14.45460 -3.57259 24.96751 0.03 0.43 -0.38
H -10.44345 -7.38732 19.90276 0.34 0.28 0.01
H -8.74254 -3.02594 16.39967 -0.43 -0.19 -0.27
H -8.22498 -5.98576 25.34162 -0.43 -1.01 -0.16
H -10.53750 -3.60328 26.49090 0.52 -0.61 0.61
H -12.69993 -6.55075 19.61318 -0.41 0.47 -0.26
H -9.53325 -8.94886 28.99590 0.08 -0.76 0.30
H -9.27830 -11.20702 26.36360 0.03 0.09 -0.04
H -12.51054 -3.10234 22.33715 -0.03 -0.69 0.04
H -13.53113 -7.51962 22.88227 0.07 -0.76 -0.67
H -7.10138 -9.37645 21.71862 0.40 -0.23 -0.62
H -15.11142 -2.86006 29.82447 0.19 0.27 -0.15
H -13.25147 -8.32195 26.36661 0.08 -1.20 0.54
H -6.62043 -6.88395 15.70978 1.06 0.37 -0.76
H -7.75057 -8.12261 25.32561 -0.89 0.35 1.42
H -5.04448 -4.33913 24.02442 -0.35 0.56 0.10
H -9.25750 0.00491 21.56602 -0.29 0.83 -0.33
H -15.31587 -2.42767 23.96979 -0.54 -0.19 -0.17
H -14.26104 1.54032 29.65691 0.80 0.22 0.94
H -5.68653 -2.81338 23.43517 -0.30 -0.20 0.00
H -13.15522 0.83104 18.80801 -0.04 -0.15 0.59
H -7.49310 -6.21395 21.62831 0.47 0.01 0.02
H -11.20493 -4.56767 19.13112 0.37 -0.37 0.11
H -12.49937 -2.75095 25.90469 0.22 0.09 0.25
H -9.40719 -10.68967 28.62140 -0.06 -0.30 0.38
H -7.03404 -4.29354 20.63069 -0.22 -0.78 -0.66
H -7.68177 -5.80126 14.04553 0.12 0.45 -0.31
H -15.39995 -0.35632 26.59194 0.26 0.32 -0.37
H -18.29055 -6.13868 21.47881 -0.24 -0.23 -0.02
H -14.70219 -7.34243 26.24513 0.68 -0.20 -0.22
H -5.31938 -4.96336 18.82892 -0.55 -0.14 -0.02
H -7.65918 0.76127 21.70265 0.68 0.56 -0.59
H -11.30459 -7.52391 22.35196 0.23 -0.11 0.09
H -15.13930 -4.40600 21.22831 -0.26 -0.15 0.03
H -10.41276 -8.92111 21.84880 -0.58 -0.23 0.16
H -9.14865 -9.91110 25.20190 -0.15 -0.27 0.04
H -14.50589 -1.75336 28.62639 -0.58 0.49 -0.19
H -10.44133 -5.21021 26.17203 0.31 -0.70 -0.23
H -11.29425 -6.57078 24.23942 0.28 0.32 -0.06
H -11.98956 -3.12102 18.79646 -0.28 -1.05 -0.30
H -13.69867 -0.00036 26.70017 -0.08 0.22 0.25
H -14.53331 -5.41021 22.48037 -0.80 0.40 -0.37
H -12.84870 -4.58798 23.17664 -0.07 0.02 0.33
H -7.39555 -4.66766 24.55326 0.59 -0.43 -0.03
H -9.96373 -1.43154 23.13539 -0.18 0.16 0.24
H -14.91998 -1.33470 22.20074 0.40 0.33 0.36
H -5.41860 -8.30477 19.11158 -0.12 -0.84 0.00
H -3.66125 -4.88728 18.78918 0.17 0.28 0.44
H -5.80976 -8.43961 22.31137 0.17 0.18 -0.08
H -7.39082 -6.73060 17.20560 0.45 -1.29 -1.32
H -10.37521 -2.73484 21.46651 0.07 -0.27 -0.12
H -12.95950 0.95450 28.70739 -0.95 -0.04 0.24
H -11.65598 -1.38527 25.31165 -0.42 -0.38 -0.15
H -8.99505 -0.83607 26.00817 0.68 -0.36 -0.32
H -9.07020 -4.82129 14.54553 0.05 -0.10 -0.66
H -17.97650 -2.42217 20.06287 -0.09 -0.19 0.18
H -9.20276 -6.60292 21.82549 0.21 0.09 0.49
H -9.21725 -4.01601 21.64077 -0.09 0.26 -0.08
H -13.30309 -3.84265 30.82722 0.28 -0.32 -0.11
H -6.05074 -8.12380 24.82014 0.12 0.51 0.57
H -10.08836 -6.45536 18.45302 0.25 -0.25 -0.15
H -8.71206 -2.34109 18.81507 -0.03 -0.40 -0.51
H -14.46879 -8.79726 22.37561 -0.36 -0.27 -0.25
H -9.98513 -1.43669 19.37780 -0.25 -0.35 -1.03
H -6.38276 -6.92463 18.96226 0.22 0.24 0.22
H -12.66167 0.71036 22.44946 0.08 0.16 -1.02
H -12.20254 -0.52915 18.58129 0.66 0.03 0.04

=====

18
Properties=species:S:1:pos:R:3:forces:R:3 method="wB97M-V/def2-TZVPD" orbital_gap_ev=9.982 total_charge=0 spin_multiplicity=1 largest_force_ev_per_a=4.426 e_lumo_ev=0.309 homo_energy_ev=-9.673
O -2.77381 0.59742 0.43648 -1.47 1.09 -2.79
O -1.60905 1.52238 -1.31942 -1.40 -1.37 1.20
N -0.60033 0.49184 0.38292 -0.89 0.23 0.88
N -1.60573 0.84978 -0.26936 1.94 1.37 0.81
N -1.37035 -2.31315 0.62264 3.10 0.89 2.89
N 0.63066 -1.58268 -0.53009 -0.40 -1.43 -0.09
C -0.39070 -1.87685 0.04830 0.32 -0.38 -0.84
C 1.74609 0.81525 1.00704 0.40 -2.98 -0.95
C 0.68348 0.77942 -0.17874 1.44 -1.14 0.59
C 0.95864 -0.35150 -1.15514 1.15 0.22 -0.77
H 0.57435 1.60724 -0.83323 0.49 1.60 0.03
H -2.58409 0.23066 1.29031 1.22 -0.53 0.77
H 2.02889 1.81048 1.15913 0.78 1.36 0.40
H -2.12564 -2.49844 0.10483 -3.56 -1.22 -2.34
H 2.01594 -0.44623 -1.47975 -0.47 0.55 0.44
H 0.41761 -0.12094 -2.08996 -0.27 -0.64 0.37
H 1.30668 0.40714 1.92808 -0.20 0.37 -0.33
H 2.69739 0.07819 0.87597 -2.19 2.01 -0.28

=====

68
Properties=species:S:1:pos:R:3:forces:R:3 method="wB97M-V/def2-TZVPD" orbital_gap_ev="7.733 / 4.113" total_charge=+3 spin_multiplicity=3 largest_force_ev_per_a=2.165 e_lumo_ev="-8.598 / -12.202" homo_energy_ev="-16.330 / -16.315"
Au 0.44761 -1.08939 0.58310 0.31 -0.07 0.56
Se 0.63669 2.38908 0.06103 -0.68 -0.80 -1.89
S -1.43719 1.94452 2.92651 -0.20 -0.13 -0.31
P 1.81866 -0.71623 2.57809 -0.12 -0.17 1.02
P 1.78009 -1.90117 -1.13493 0.33 0.31 -0.82
P -1.27973 -2.41737 1.41796 -0.25 0.09 0.92
C 0.20105 2.27849 -1.80668 0.40 -0.17 1.68
C 2.02284 -3.67048 -0.79075 0.03 -0.11 -0.11
C 2.88695 -2.17891 2.81305 -0.18 -0.11 -0.28
C -0.47134 -3.68446 2.46165 -0.17 0.01 -0.06
C -0.85325 3.61188 2.61471 0.42 0.16 -0.11
C -2.53615 -1.55374 2.40125 -0.29 -0.18 0.09
C 3.40047 -1.10643 -1.13559 0.49 -0.12 -0.32
C 2.97848 0.68105 2.49522 -0.12 0.29 -0.41
C -1.25684 2.34165 -3.69256 -0.32 -0.68 1.31
C -2.08783 -3.25773 0.01572 0.02 0.23 -0.07
C -0.24390 2.89785 -4.47179 0.46 0.43 0.20
C 1.25808 2.70192 -2.62303 0.79 0.83 -0.79
C 0.90332 -0.47453 4.13255 -0.02 0.18 0.13
C -2.79197 2.37312 4.02652 -0.32 -0.11 0.33
C -2.75220 2.98866 -6.18024 -0.42 -0.23 -0.25
C 1.07176 -1.71819 -2.79557 0.12 -0.19 -0.43
C 1.03868 3.07131 -3.93741 0.25 -0.39 0.44
C -1.05099 1.99859 -2.36757 -0.69 0.17 -0.47
C -3.62003 2.02511 -5.84098 0.56 0.40 -0.62
H 0.19842 -1.29049 4.34242 0.31 0.16 -0.13
H 0.32266 0.46378 4.07972 0.32 -0.40 -0.03
H -2.09830 -1.19625 3.35127 -0.15 -0.23 -0.46
H 2.42542 1.63056 2.48700 0.17 -0.25 0.11
H -3.35647 -2.26082 2.61291 0.18 0.35 0.04
H 1.69455 -2.21993 -3.55376 -0.18 0.17 0.22
H 1.84147 3.48377 -4.53749 -0.05 -0.07 0.06
H 2.23566 2.81908 -2.17302 0.10 0.15 -0.12
H 2.52229 -3.79979 0.17755 -0.09 0.06 -0.21
H 4.07244 -1.59467 -1.85227 -0.04 0.14 0.12
H 0.06631 3.77390 3.18206 -0.16 0.32 -0.13
H -2.73441 -2.53215 -0.50152 0.17 -0.27 0.15
H 1.62373 -0.40751 4.96216 -0.16 -0.06 -0.20
H -0.65535 3.72673 1.53459 -0.24 0.40 0.71
H 0.06728 -2.16520 -2.82313 0.29 0.12 0.03
H 0.39266 -4.11827 1.93038 -0.40 0.12 0.16
H -1.88532 1.58869 -1.80331 0.23 0.17 0.11
H -1.34995 -3.64660 -0.70352 -0.23 0.10 0.33
H 3.56235 -2.01572 3.66254 -0.17 0.07 -0.13
H -2.23631 2.18944 -4.11609 0.10 -0.01 -0.04
H -3.35238 3.20298 3.58536 0.01 -0.26 0.15
H 1.05197 -4.18188 -0.75040 0.24 0.11 -0.06
H 3.63801 0.65402 3.37406 -0.22 -0.05 -0.13
H 3.59943 0.63978 1.59083 -0.15 -0.06 0.21
H -4.40922 2.20092 -5.11499 0.19 -0.03 0.08
H -2.02602 2.89381 -7.00424 -0.42 -0.20 0.46
H -2.70069 -4.08916 0.39202 0.12 0.19 -0.07
H 2.28500 -3.07372 3.01006 0.14 0.22 -0.01
H -1.63316 4.31215 2.92282 0.29 0.01 -0.14
H -2.71583 3.94293 -5.64067 -0.34 -0.19 -0.38
H 2.63742 -4.14619 -1.56452 -0.10 0.10 0.11
H -0.66123 1.85132 0.57082 0.12 0.10 -0.08
H 3.86144 -1.15488 -0.14124 -0.13 -0.05 -0.22
H -3.44232 1.50132 4.13340 0.07 0.17 0.04
H -2.38713 2.65553 5.00400 -0.19 -0.03 -0.21
H -2.92441 -0.67989 1.84707 0.16 -0.46 0.19
H -3.57522 1.03163 -6.29211 -0.20 0.39 -0.10
H 3.49023 -2.35652 1.91334 -0.09 0.07 0.24
H 3.29002 -0.05151 -1.41460 -0.01 -0.22 0.03
H -0.46885 3.24201 -5.46762 0.04 -0.10 -0.18
H -1.19182 -4.48382 2.69525 0.25 0.20 -0.02
H 0.98465 -0.65053 -3.05823 0.06 -0.38 0.18
H -0.12220 -3.22349 3.40088 -0.21 -0.23 -0.39

=====

Calculated values (kcal/mol) of ΔE to the lowest compared entry with this formula, charge and spin for the records, taken in order: 26.6; 125.8; 0.0.